1.
Entry from the Open Molecules 2025 dataset: a structure of composition C5H3FeN5O4 (the ωB97M-V functional and the def2-TZVPD basis).

```
18
Properties=species:S:1:pos:R:3:mulliken_spin:R:1
O 0.4298 -1.9434 -3.0641 0.01
C 0.3041 -1.0090 -2.3662 0.12
Fe 0.2819 0.2072 -0.9077 3.37
O -1.9452 0.5644 -3.3865 -0.02
C -1.0395 0.4694 -2.6561 0.18
C 1.8355 0.3065 -1.8936 0.12
O 2.8717 0.3755 -2.4350 0.00
C 0.3285 1.7480 -2.0433 0.12
O 0.4972 2.8131 -2.5172 0.01
N -1.7521 -1.1892 3.0832 0.71
N -0.8126 -0.4140 2.4311 0.07
N 0.3858 -0.2154 3.0359 -0.07
C 1.1506 0.1342 1.9910 0.10
N 0.4607 0.0795 0.8209 0.13
N -0.8089 -0.3329 1.1008 0.17
H -2.6670 -1.0673 2.6652 0.00
H -1.7087 -0.9539 4.0680 0.00
H 2.1881 0.4275 2.0736 0.00
```

## Properties
Calculated total energy, eV: -55216.286
Charge: +3
LUMO energy (alpha / beta), eV: -14.1 / -17.7
<S²>: 8.822
Spin multiplicity: 6
Kohn-Sham gap (alpha / beta), hartree: 0.2625 / 0.2031

2.
Entry from the Open Molecules 2025 dataset: a structure of composition C5H3I3 (the ωB97M-V functional and the def2-TZVPD basis).

```
11
Properties=species:S:1:pos:R:3:nbo_charge:R:1
C 1.5489 0.5211 0.0179 -0.23
C 0.6524 1.4663 0.1250 -0.17
C -1.8408 -0.6562 0.0750 -0.48
C -0.6129 0.0178 0.0809 -0.01
C 0.7072 -0.7207 -0.0212 -0.49
I 0.3497 3.4905 -0.0008 0.26
I -3.6737 0.3181 0.0040 0.23
I -1.7912 -2.7303 -0.0127 0.22
H 2.6546 0.7902 -0.0610 0.24
H 0.9697 -1.1440 -0.9132 0.22
H 1.0362 -1.3529 0.7061 0.22
```

## Properties
Calculated total energy, eV: -29530.800
Charge: 0
LUMO energy, eV: -0.1
Spin multiplicity: 1
Kohn-Sham gap, hartree: 0.3181

3.
Entry from the Open Molecules 2025 dataset: the molecule C5H3N (the ωB97M-V functional and the def2-TZVPD basis).

```
9
Properties=species:S:1:pos:R:3:nbo_charge:R:1
C -0.5943 -1.2439 -0.4832 -0.12
C 0.4378 -1.1311 0.2923 0.01
C 0.2564 0.6521 -0.1377 0.35
C -1.2058 0.2027 -0.4245 -0.45
C 1.3687 -0.1496 0.5962 -0.16
N 1.4786 0.7073 -0.6150 -0.38
H -1.7097 0.6591 -1.2573 0.25
H -1.9203 0.3402 0.3686 0.25
H 1.8886 -0.0369 1.6606 0.25
```

## Properties
Calculated total energy, eV: -6715.095
Charge: 0
LUMO energy (alpha / beta), eV: 0.0 / 0.0
Spin multiplicity: 1
Kohn-Sham gap (alpha / beta), hartree: 0.3185 / 0.3184

4.
Entry from the Open Molecules 2025 dataset: the molecule C5H3N (the ωB97M-V functional and the def2-TZVPD basis).

```
9
Properties=species:S:1:pos:R:3:nbo_charge:R:1
C 0.8892 -0.0271 2.2496 0.37
C 0.6023 -0.2338 0.9914 -0.58
C -0.0035 -1.5773 0.5526 0.25
C 0.1534 0.6644 -0.1443 -0.52
C -0.5249 -0.2669 -1.0571 0.22
N -0.4452 -1.4902 -0.6576 -0.49
H -0.5584 1.4095 0.2740 0.27
H 0.9774 1.4387 -0.4035 0.28
H -1.0902 0.0828 -1.8051 0.19
```

## Properties
Calculated total energy, eV: -6715.210
Charge: 0
LUMO energy (alpha / beta), eV: -1.4 / -1.3
Spin multiplicity: 1
Kohn-Sham gap (alpha / beta), hartree: 0.2505 / 0.2729

5.
Entry from the Open Molecules 2025 dataset: a structure of composition C5H3N (the ωB97M-V functional and the def2-TZVPD basis).

```
9
Properties=species:S:1:pos:R:3:nbo_charge:R:1
C -2.4621 0.8143 0.7273 0.13
C -0.0284 -0.2471 -0.0061 0.05
C 1.1348 -0.1857 -0.3977 -0.17
C 2.4048 -0.1632 -0.7979 -0.35
C -1.8345 -0.3710 0.6179 -0.12
N -3.0105 1.8311 0.8430 -0.21
H 3.0181 -1.0385 -0.6878 0.21
H 2.8272 0.7189 -1.2434 0.21
H -2.0494 -1.3587 0.9446 0.24
```

## Properties
Calculated total energy, eV: -6716.678
Charge: 0
LUMO energy (alpha / beta), eV: -1.9 / -0.9
Spin multiplicity: 1
Kohn-Sham gap (alpha / beta), hartree: 0.2439 / 0.3332

6.
Entry from the Open Molecules 2025 dataset: a structure of composition C5H3N (the ωB97M-V functional and the def2-TZVPD basis).

```
9
Properties=species:S:1:pos:R:3:mulliken_spin:R:1
C 0.6501 -1.8995 -0.2753 0.48
C 0.9520 -1.9760 1.0540 0.33
C 1.6954 -0.2780 -1.0690 1.00
C 0.8360 -1.2657 -1.4834 -0.02
C 1.6696 -0.8784 0.7948 0.23
N 2.2488 0.0042 0.0988 -0.04
H 0.8109 -1.6507 -2.5530 0.02
H 0.7716 1.9747 1.9064 0.00
H 0.7365 1.7725 1.1968 0.00
```

## Properties
Calculated total energy, eV: -6713.677
Charge: 0
LUMO energy (alpha / beta), eV: 0.8 / -2.0
<S²>: 2.014
Spin multiplicity: 3
Kohn-Sham gap (alpha / beta), hartree: 0.2991 / 0.3227

7.
Entry from the Open Molecules 2025 dataset: a cluster of 2 separate species, C5H3N2S in total (the ωB97M-V functional and the def2-TZVPD basis).

```
11
Properties=species:S:1:pos:R:3:nbo_charge:R:1
C 3.4305 0.1896 -0.0472 -0.42
C 2.2791 0.4593 -0.1822 -0.04
C -1.8387 0.9135 -0.0105 -0.11
C -1.9033 -0.4449 0.0666 -0.11
C 0.1337 0.2616 0.0720 0.57
N -0.5456 1.3529 0.0727 -0.56
N -0.5532 -0.8585 0.0238 -0.53
S -0.0751 -2.4353 -0.1485 -0.41
H 4.4486 -0.0562 0.1235 0.22
H -2.5620 1.6039 -0.1012 0.18
H -2.8139 -0.9858 0.1310 0.21
```

## Properties
Calculated total energy, eV: -19044.369
Charge: -1
LUMO energy, eV: 3.6
Spin multiplicity: 1
Kohn-Sham gap, hartree: 0.2445

8.
Entry from the Open Molecules 2025 dataset: the ion C5H3N4S with charge -1 (the ωB97M-V functional and the def2-TZVPD basis).

```
13
Properties=species:S:1:pos:R:3:nbo_charge:R:1
C 1.5616 0.1407 0.0791 -0.24
C 1.1278 1.4210 0.4515 -0.43
C 0.8081 -0.8652 -0.4393 -0.16
C -0.5761 -1.0178 -0.3832 0.09
C 0.1512 2.1752 0.0705 0.05
N -2.5551 -0.8975 0.6438 -0.14
N -1.4355 -1.9014 -0.9131 -0.34
N -2.5896 -1.8169 -0.2651 -0.18
N -1.3113 -0.4324 0.6841 -0.36
S -0.8612 3.1039 -0.7059 0.07
H 2.6270 -0.0592 0.0550 0.20
H 1.6110 1.9334 1.2800 0.25
H 1.4422 -1.7836 -0.5573 0.20
```

## Properties
Calculated total energy, eV: -22027.022
Charge: -1
LUMO energy, eV: 3.0
Spin multiplicity: 1
Kohn-Sham gap, hartree: 0.2586

9.
Entry from the Open Molecules 2025 dataset: the molecule C5H3NO (the ωB97M-V functional and the def2-TZVPD basis).

```
10
Properties=species:S:1:pos:R:3:nbo_charge:R:1
N 3.1531 0.1580 -0.3968 -0.18
C 2.0068 0.1592 -0.1300 0.17
C 0.5042 -0.2362 0.1697 0.05
C 0.7135 1.0402 0.4243 -0.06
O -1.6851 1.0592 -0.0508 -0.56
C -1.7310 -0.1515 -0.2570 0.37
C -0.5506 -1.0065 -0.2191 -0.47
H 0.8664 1.6861 1.2821 0.27
H -2.7095 -0.6342 -0.4571 0.15
H -0.5679 -2.0744 -0.3653 0.25
```

## Properties
Calculated total energy, eV: -8765.230
Charge: 0
LUMO energy (alpha / beta), eV: -1.5 / -1.5
Spin multiplicity: 1
Kohn-Sham gap (alpha / beta), hartree: 0.2751 / 0.2753

10.
Entry from the Open Molecules 2025 dataset: the molecule C5H3NO (the ωB97M-V functional and the def2-TZVPD basis).

```
10
Properties=species:S:1:pos:R:3:nbo_charge:R:1
N -3.0069 1.1100 0.1335 -0.30
C -1.9263 0.6989 0.0553 0.28
C -0.5996 0.1800 -0.0399 -0.27
C 0.5355 0.4913 0.7873 -0.27
C 1.5489 -0.2650 0.3084 0.09
O 1.1314 -1.0156 -0.7471 -0.39
C -0.1675 -0.7380 -0.9486 0.16
H 0.5612 1.1834 1.6169 0.24
H 2.5841 -0.3882 0.5911 0.22
H -0.6608 -1.2567 -1.7568 0.22
```

## Properties
SMILES: N#Cc1ccoc1
Calculated total energy, eV: -8770.005
Charge: 0
LUMO energy, eV: 0.8
Spin multiplicity: 1
Kohn-Sham gap, hartree: 0.3843

11.
Entry from the Open Molecules 2025 dataset: a structure of composition C5H3NO (the ωB97M-V functional and the def2-TZVPD basis).

```
10
Properties=species:S:1:pos:R:3:nbo_charge:R:1
C -2.0553 -0.7326 -2.1256 -0.07
C -1.2417 -0.4427 -1.2178 -0.51
C -0.3153 -0.1356 -0.2363 -0.23
C 0.0379 -0.8054 0.9729 0.25
O 0.8361 -0.0786 1.7059 -0.19
N 1.1669 1.1029 1.1040 -0.07
C 0.5205 1.0881 -0.0502 -0.08
H 0.9014 -0.0867 -0.6532 0.39
H -0.2930 -1.7492 1.3848 0.25
H 0.5821 1.9185 -0.7423 0.28
```

## Properties
Calculated total energy, eV: -8762.454
Charge: 0
LUMO energy (alpha / beta), eV: -1.4 / -1.4
Spin multiplicity: 1
Kohn-Sham gap (alpha / beta), hartree: 0.2733 / 0.2733

12.
Entry from the Open Molecules 2025 dataset: a structure of composition C5H3NO (the ωB97M-V functional and the def2-TZVPD basis).

```
10
Properties=species:S:1:pos:R:3:nbo_charge:R:1
C 2.0097 0.1584 0.3771 -0.06
C 1.3392 -0.4449 1.3032 -0.26
C 0.1502 -0.2922 0.5332 0.02
C -0.1819 0.9670 -0.0773 -0.10
O -1.2019 0.7418 -0.9791 -0.29
N -1.4775 -0.5930 -1.0172 -0.01
C -0.7327 -1.2113 -0.1600 -0.06
H 1.1978 1.0498 -0.3928 0.27
H -0.2958 1.9107 0.4573 0.26
H -0.8071 -2.2864 -0.0444 0.24
```

## Properties
Calculated total energy, eV: -8762.835
Charge: 0
LUMO energy, eV: -0.8
Spin multiplicity: 1
Kohn-Sham gap, hartree: 0.3362

Repeat the eleventh record exactly.
Entry from the Open Molecules 2025 dataset: a structure of composition C5H3NO (the ωB97M-V functional and the def2-TZVPD basis).

```
10
Properties=species:S:1:pos:R:3:nbo_charge:R:1
C -2.0553 -0.7326 -2.1256 -0.07
C -1.2417 -0.4427 -1.2178 -0.51
C -0.3153 -0.1356 -0.2363 -0.23
C 0.0379 -0.8054 0.9729 0.25
O 0.8361 -0.0786 1.7059 -0.19
N 1.1669 1.1029 1.1040 -0.07
C 0.5205 1.0881 -0.0502 -0.08
H 0.9014 -0.0867 -0.6532 0.39
H -0.2930 -1.7492 1.3848 0.25
H 0.5821 1.9185 -0.7423 0.28
```

## Properties
Calculated total energy, eV: -8762.454
Charge: 0
LUMO energy (alpha / beta), eV: -1.4 / -1.4
Spin multiplicity: 1
Kohn-Sham gap (alpha / beta), hartree: 0.2733 / 0.2733